Entry 1:
The following is a quantum chemistry calculation of the ion H4NO2SSi with charge -1 in a non-equilibrium geometry, from the Open Molecules 2025 dataset.

Structure (XYZ):
```
9
Properties=species:S:1:pos:R:3:forces:R:3
N 1.16676 0.37051 -0.02177 0.17 -1.10 0.40
O 3.17882 -1.29348 -0.04668 0.15 0.02 -0.81
O 3.14690 1.30223 -0.57508 3.37 -0.83 0.44
Si -0.35634 -0.32316 0.01613 1.93 -2.39 -1.32
S 2.69863 0.01225 0.41098 -1.67 0.83 0.78
H 2.24790 1.46629 -0.76993 -2.08 1.01 -1.18
H -1.17013 0.73817 -0.31542 -1.85 1.60 -0.39
H -0.83933 -1.56875 -0.92436 0.62 1.27 0.44
H -0.64762 -0.99968 1.22354 -0.64 -0.41 1.64
```
Positions in Å, forces in eV/Å.

Properties
- maximum force (eV/A) = 3.5
- net charge = -1

---

Entry 2:
The following is a quantum chemistry calculation of a cluster of 4 separate species, C4H16N2O5 in total in a non-equilibrium geometry, from the Open Molecules 2025 dataset.

Structure (XYZ):
```
27
Properties=species:S:1:pos:R:3:forces:R:3
N 2.06522 1.20268 0.43258 1.88 -1.96 -2.05
C 0.98034 0.22366 0.29181 -2.70 1.70 -2.07
C 0.97221 -0.91135 1.27268 0.60 -0.42 0.63
O 2.18698 -1.55586 0.89583 0.30 -2.16 -0.60
C -0.28338 1.16160 0.32190 -0.69 1.18 -0.08
N -0.38322 2.37533 -0.37299 -0.91 -1.11 0.93
C 0.38765 2.69195 -1.50182 3.84 1.28 -0.51
O -1.22895 0.89442 1.03314 -0.53 -0.57 1.14
H 2.18842 1.38233 1.39442 -0.18 0.40 1.48
H 2.98517 0.75223 0.19246 -1.28 0.45 0.07
H 0.82212 -0.38671 -0.67685 1.17 1.60 0.75
H 1.28836 -0.46185 2.29190 -1.55 -1.12 -1.04
H 0.04127 -1.63173 1.12278 1.87 1.77 1.04
H 2.00652 -2.27763 0.21097 -0.24 1.49 1.28
H -1.10758 3.08543 -0.10524 0.91 -1.78 -0.08
H 1.44954 3.11219 -1.03369 -2.37 -0.77 -1.94
H -0.14290 3.47123 -2.10391 0.66 -0.68 0.40
H 0.65880 1.80180 -2.17035 -0.56 1.20 1.00
H -2.32812 -1.37200 0.01054 0.12 -0.39 -0.56
H -2.44468 -2.32728 -1.25506 -0.39 -0.17 -0.01
O -1.84320 -1.76305 -0.77655 0.05 0.64 0.30
H -2.69840 -0.65650 1.98965 -0.73 0.00 -1.25
H -3.26798 0.21818 0.84084 0.18 -1.55 0.69
O -3.27619 -0.72634 1.18151 0.30 1.49 0.72
H -0.32079 -2.34209 -0.93244 0.02 -0.31 0.22
H 0.77988 -3.09794 -1.71418 0.26 -0.29 -0.89
O 0.51290 -2.86270 -0.83995 -0.02 0.09 0.43
```
Positions in Å, forces in eV/Å.

Properties
- maximum force (eV/A) = 4.1

---

Calculated relative energy (zero: lowest compared OMol25 entry of this formula, charge and spin) in order - 33.1; 59.7 kcal per mole
Calculated E_HOMO in order - -0.1463; -0.3335 Eh
Calculated LUMO energy in order - 4.07; 0.59 eV